Entry 1:
ORCA calculation (wB97M-V/def2-TZVPD) on 2 unconnected molecules or ions with the total composition C3H11NO at a distorted geometry.

Output
E_LUMO: 0.8 eV
Energy above the lowest of the compared OMol25 structures with the same formula, charge and spin: 69.31 kcal per mole
E_HOMO: -8.935 eV
Total energy: -250.7862 hartree

Bonds (Å) are listed after each position.
Positions of all 16 atoms, in Å:
1 C 0.69 1.97 -0.05  C2 1.639, H5 1.054, H6 1.077, H7 1.083
2 C 0.09 1.28 -1.42  C1 1.639, N3 1.524, H8 1.140, H9 1.108
3 N 0.44 -0.08 -2.02  C2 1.524, C4 1.468, H10 1.062
4 C -0.10 -1.07 -1.09  N3 1.468, H11 1.068, H12 1.133, H13 1.194
5 H 1.18 2.85 -0.35  C1 1.054
6 H 1.17 1.30 0.65  C1 1.077
7 H -0.15 2.30 0.55  C1 1.083
8 H 0.58 1.98 -2.17  C2 1.140
9 H -1.01 1.21 -1.32  C2 1.108
10 H 1.49 -0.28 -1.99  N3 1.062
11 H -1.11 -1.25 -1.39  C4 1.068
12 H 0.16 -2.17 -1.19  C4 1.133
13 H -0.42 -0.55 -0.07  C4 1.194
14 O -0.94 -1.86 3.68  H15 0.862, H16 0.903
15 H -0.08 -1.86 3.76  O14 0.862
16 H -1.43 -1.11 3.56  O14 0.903

Atom charges from the Mulliken analysis, given in e for atoms 1 to 8: -0.95, -0.56, -0.40, -0.77, 0.34, 0.31, 0.29, 0.31

=====

Entry 2:
ORCA calculation (wB97M-V/def2-TZVPD) on 2 unconnected molecules or ions with the total composition C3H11NO.

Output
E_LUMO: 0.7 eV
Energy above the lowest of the compared OMol25 structures with the same formula, charge and spin: 23.93 kcal per mole
E_HOMO: -8.628 eV
Total energy: -250.8585 hartree

Bonds (Å) are listed after each position.
Positions of all 16 atoms, in Å:
1 C -1.55 -1.60 -0.59  C2 1.530, H5 1.096, H6 1.079, H7 1.082
2 C -0.11 -1.09 -0.57  C1 1.530, N3 1.491, H8 1.100, H9 1.096
3 N 0.41 -0.45 0.67  C2 1.491, C4 1.458, H10 1.015
4 C -0.56 0.29 1.47  N3 1.458, H11 1.087, H12 1.090, H13 1.101
5 H -1.95 -1.51 -1.61  C1 1.096
6 H -2.22 -1.07 0.06  C1 1.079
7 H -1.57 -2.66 -0.34  C1 1.082
8 H 0.03 -0.41 -1.42  C2 1.100
9 H 0.58 -1.92 -0.75  C2 1.096
10 H 1.01 0.26 0.25  N3 1.015
11 H -1.49 -0.26 1.58  C4 1.087
12 H -0.17 0.44 2.48  C4 1.090
13 H -0.84 1.26 1.02  C4 1.101
14 O 1.75 2.29 -0.81  H15 0.966, H16 0.964
15 H 1.49 2.70 0.03  O14 0.966
16 H 1.03 2.58 -1.38  O14 0.964

Atom charges from the Mulliken analysis, given in e for atoms 1 to 8: -1.01, -0.28, -0.44, -0.85, 0.30, 0.36, 0.24, 0.20

=====

Entry 3:
ORCA calculation (wB97M-V/def2-TZVPD) on 3 unconnected molecules or ions with the total composition C3H11NO2 at a distorted geometry.

Output
E_LUMO (spin up / spin down): 3.2 / 3.1 eV
Energy above the lowest of the compared OMol25 structures with the same formula, charge and spin: 33.01 kcal per mole
2S+1: 2
E_HOMO (spin up / spin down): 0.723 / -3.246 eV
Charge: -1
Total energy: -326.0476 hartree

Bonds (Å) are listed after each position.
Positions of all 17 atoms, in Å:
1 C 0.67 -1.68 2.05  C2 1.519, H5 1.097, H6 1.083, H7 1.100
2 C 0.33 -0.78 0.87  C1 1.519, N4 1.456, H8 1.105, H9 1.081
3 C -0.94 0.84 2.06  N4 1.360, H10 1.089, H11 1.082
4 N -0.88 0.03 0.97  C2 1.456, C3 1.360
5 H 1.45 -2.41 1.79  C1 1.097
6 H -0.17 -2.22 2.45  C1 1.083
7 H 1.03 -1.07 2.89  C1 1.100
8 H 1.22 -0.18 0.61  C2 1.105
9 H 0.08 -1.38 0.01  C2 1.081
10 H -0.09 0.99 2.72  C3 1.089
11 H -1.89 1.31 2.30  C3 1.082
12 H -0.49 0.42 -2.10  O14 0.963
13 H -1.48 -0.68 -2.04  O14 0.963
14 O -0.58 -0.51 -2.34  H12 0.963, H13 0.963
15 H 0.97 2.24 -3.42  O17 0.961
16 H 0.56 2.63 -4.85  O17 0.961
17 O 0.21 2.46 -3.97  H15 0.961, H16 0.961

Atom charges from the Mulliken analysis, given in e for atoms 1 to 8: -1.02, -0.56, -0.83, -0.55, 0.37, 0.32, 0.24, 0.28

=====

Entry 4:
ORCA calculation (wB97M-V/def2-TZVPD) on 2 unconnected molecules or ions with the total composition C3H11NO2 at a distorted geometry.

Output
E_LUMO: 0.6 eV
Energy above the lowest of the compared OMol25 structures with the same formula, charge and spin: 13.23 kcal per mole
E_HOMO: -9.134 eV
Total energy: -326.1104 hartree

Bonds (Å) are listed after each position.
Positions of all 17 atoms, in Å:
1 C -0.50 2.30 -0.63  C2 1.525, H4 1.088, H5 1.094, H6 1.088
2 C -0.44 1.56 0.70  C1 1.525, O3 1.435, H7 1.092, H8 1.092
3 O -1.26 0.39 0.74  C2 1.435, H9 0.972
4 H -1.53 2.41 -0.98  C1 1.088
5 H -0.14 3.31 -0.44  C1 1.094
6 H 0.13 1.80 -1.36  C1 1.088
7 H -0.66 2.22 1.55  C2 1.092
8 H 0.59 1.24 0.90  C2 1.092
9 H -2.09 0.60 1.21  O3 0.972
10 N 1.22 -1.64 0.86  C11 1.439, H13 1.003, H14 1.013
11 C 0.84 -1.98 -0.48  N10 1.439, O12 1.423, H15 1.076, H16 1.093
12 O 0.39 -0.90 -1.30  C11 1.423, H17 0.963
13 H 2.12 -1.25 1.05  N10 1.003
14 H 0.47 -1.16 1.36  N10 1.013
15 H 1.72 -2.29 -1.02  C11 1.076
16 H 0.08 -2.76 -0.39  C11 1.093
17 H -0.36 -0.43 -0.92  O12 0.963

Atom charges from the Mulliken analysis, given in e for atoms 1 to 8: -1.03, -0.31, -0.61, 0.27, 0.34, 0.33, 0.52, 0.18

=====

Entry 5:
ORCA calculation (wB97M-V/def2-TZVPD) on 2 unconnected molecules or ions with the total composition C3H11NO2 at a distorted geometry.

Output
E_LUMO: 0.7 eV
Energy above the lowest of the compared OMol25 structures with the same formula, charge and spin: 22.50 kcal per mole
E_HOMO: -9.723 eV
Total energy: -326.0956 hartree

Bonds (Å) are listed after each position.
Positions of all 17 atoms, in Å:
1 C -1.74 -0.29 0.19  C2 1.461, H6 1.137, H7 1.112, H8 1.091
2 C -0.35 -0.05 -0.21  C1 1.461, N3 1.426, C4 1.541, H9 1.096
3 N -0.30 0.48 -1.53  C2 1.426, H10 1.066, H11 1.035
4 C 0.62 -1.24 -0.10  C2 1.541, O5 1.397, H12 1.107, H13 1.053
5 O 1.66 -1.14 -1.02  C4 1.397, H14 0.961
6 H -2.29 0.68 -0.08  C1 1.137
7 H -2.15 -1.11 -0.44  C1 1.112
8 H -1.68 -0.54 1.24  C1 1.091
9 H 0.16 0.62 0.50  C2 1.096
10 H -0.55 1.51 -1.47  N3 1.066
11 H -1.15 0.18 -2.06  N3 1.035
12 H 1.02 -1.22 0.93  C4 1.107
13 H 0.04 -2.12 -0.19  C4 1.053
14 H 1.20 -0.53 -1.59  O5 0.961
15 O 1.51 1.41 2.09  H16 0.962, H17 0.992
16 H 2.16 1.91 2.59  O15 0.962
17 H 1.84 1.44 1.15  O15 0.992

Atom charges from the Mulliken analysis, given in e for atoms 1 to 8: -1.53, 1.02, -0.74, -0.72, -0.54, 0.35, 0.35, 0.39

=====

Entry 6:
ORCA calculation (wB97M-V/def2-TZVPD) on 2 unconnected molecules or ions with the total composition C3H11NO2 at a distorted geometry.

Output
E_LUMO: 0.5 eV
Energy above the lowest of the compared OMol25 structures with the same formula, charge and spin: 52.04 kcal per mole
E_HOMO: -8.537 eV
Total energy: -326.0485 hartree

Bonds (Å) are listed after each position.
Positions of all 17 atoms, in Å:
1 C 0.13 -0.83 2.33  C2 1.576, H6 1.098, H7 1.125, H8 1.201
2 C 0.15 -0.51 0.79  C1 1.576, N3 1.481, C4 1.611, H9 1.139
3 N -1.06 0.33 0.59  C2 1.481, H10 1.046, H11 1.095
4 C 0.28 -1.88 -0.05  C2 1.611, O5 1.385, H12 1.178, H13 1.158
5 O 0.98 -1.51 -1.19  C4 1.385, H14 0.930
6 H 0.97 -0.34 2.85  C1 1.098
7 H -0.80 -0.75 2.96  C1 1.125
8 H 0.34 -2.01 2.35  C1 1.201
9 H 1.09 0.12 0.68  C2 1.139
10 H -1.88 -0.20 0.22  N3 1.046
11 H -0.98 1.32 0.13  N3 1.095
12 H 1.05 -2.41 0.66  C4 1.178
13 H -0.74 -2.32 -0.39  C4 1.158
14 H 0.44 -1.49 -1.95  O5 0.930
15 O -0.06 4.48 -3.03  H16 1.015, H17 1.020
16 H -0.71 3.92 -3.57  O15 1.015
17 H 0.79 4.04 -3.40  O15 1.020

Atom charges from the Mulliken analysis, given in e for atoms 1 to 8: -0.92, 0.22, -0.56, -0.47, -0.53, 0.22, 0.30, 0.19